Record 1
{
  "formula": "C6H3F2IOS",
  "method": "ωB97M-V/def2-TZVPD",
  "elements": ["C", "C", "C", "C", "C", "C", "O", "F", "F", "S", "I", "H", "H", "H"],
  "coordinates": [[-0.5545, 0.6192, -1.8307], [-0.7487, 0.8264, -0.4727], [-0.4603, -0.8046, -2.1993], [-0.8982, -0.4057, 0.2296], [-1.1884, -0.6032, 1.5240], [1.6168, 0.0545, 1.5943], [-1.7260, -0.8100, 2.5446], [2.4087, -0.8529, 2.2269], [1.1638, 0.9311, 2.5735], [-0.6553, -1.8093, -0.8216], [2.5505, 1.1061, -0.0018], [-0.3740, 1.4800, -2.4929], [-0.8867, 1.6842, 0.2336], [-0.2476, -1.4158, -3.1075]],
  "nbo_charge": [-0.231, -0.245, -0.447, -0.458, 0.725, 0.478, -0.397, -0.349, -0.377, 0.446, 0.108, 0.241, 0.250, 0.255],
  "total_charge": 0,
  "gap_ev": [8.062, 5.491]
}

Record 2
{
  "formula": "C18H28N4O7",
  "method": "ωB97M-V/def2-TZVPD",
  "elements": ["O", "C", "C", "C", "N", "C", "N", "O", "C", "C", "O", "C", "C", "O", "O", "C", "H", "H", "H", "H", "H", "H", "H", "H", "H", "H", "C", "C", "C", "C", "C", "N", "C", "C", "O", "C", "O", "N", "C", "H", "H", "H", "H", "H", "H", "H", "H", "H", "H", "H", "H", "H", "H", "H", "H", "H", "H"],
  "coordinates": [[0.1433, 3.3967, -3.3240], [-0.3620, 2.2880, -3.3830], [-0.2156, 1.4006, -2.2424], [-0.7502, 0.1454, -2.3060], [-1.3766, -0.1876, -3.4990], [-1.5783, 0.7310, -4.5072], [-1.0876, 1.9326, -4.5028], [-2.3391, 0.2281, -5.5226], [-2.7922, -1.0781, -5.1074], [-2.3022, -2.1835, -6.0342], [-3.2887, -3.2267, -6.0796], [-1.0137, -2.6802, -5.3691], [0.2289, -1.9259, -5.8748], [1.3204, -2.1778, -4.9895], [-1.2120, -2.4709, -3.9600], [-2.1324, -1.3955, -3.7648], [0.3102, 1.7640, -1.3689], [-0.6693, -0.5528, -1.4740], [-3.8835, -1.0892, -5.0252], [-2.1207, -1.8005, -7.0452], [-3.0160, -3.9512, -6.6711], [-0.8698, -3.7470, -5.5679], [0.0464, -0.8500, -5.9266], [0.4843, -2.2621, -6.8849], [1.0432, -1.9653, -4.0780], [-2.8738, -1.6234, -2.9897], [1.4666, -0.4622, 0.7566], [1.1643, 0.4910, 1.9193], [1.0395, -0.2200, 3.2871], [-0.1391, -1.2048, 3.3200], [0.9579, 0.7672, 4.4773], [-0.1108, 1.7646, 4.3049], [-1.3444, 1.6626, 4.7972], [-2.2577, 2.8434, 4.5692], [-1.7459, 0.6865, 5.4170], [2.3186, 1.4345, 4.7199], [2.5619, 2.5532, 4.2814], [3.2200, 0.7263, 5.4112], [4.5604, 1.2074, 5.7416], [2.3424, -1.0679, 0.9895], [0.6132, -1.1122, 0.5669], [1.6720, 0.1186, -0.1423], [0.2442, 1.0313, 1.6969], [1.9769, 1.2157, 1.9677], [1.9427, -0.8162, 3.4285], [-1.0658, -0.6896, 3.0652], [0.0249, -2.0194, 2.6159], [-0.2429, -1.6314, 4.3183], [0.7362, 0.1885, 5.3748], [0.1500, 2.6270, 3.8501], [-2.3761, 3.0099, 3.5007], [-3.2273, 2.6322, 5.0177], [-1.8250, 3.7259, 5.0365], [2.9515, -0.1885, 5.7378], [5.1813, 0.3852, 6.1012], [4.4928, 1.9757, 6.5142], [5.0246, 1.6469, 4.8557]],
  "nbo_charge": [-0.572, 0.574, -0.316, 0.026, -0.449, 0.721, -0.517, -0.444, 0.049, 0.051, -0.719, 0.046, -0.089, -0.714, -0.517, 0.228, 0.243, 0.234, 0.227, 0.199, 0.483, 0.205, 0.168, 0.193, 0.478, 0.210, -0.604, -0.407, -0.200, -0.610, -0.127, -0.615, 0.676, -0.705, -0.646, 0.670, -0.643, -0.605, -0.414, 0.207, 0.192, 0.212, 0.199, 0.218, 0.195, 0.213, 0.205, 0.220, 0.230, 0.418, 0.224, 0.243, 0.227, 0.396, 0.207, 0.205, 0.220],
  "relative_energy_kcal_mol": 0.0,
  "total_charge": 0,
  "gap_ev": 9.502
}

Record 3
{
  "formula": "C6H10O2",
  "method": "ωB97M-V/def2-TZVPD",
  "elements": ["C", "C", "C", "C", "C", "C", "O", "O", "H", "H", "H", "H", "H", "H", "H", "H", "H", "H"],
  "coordinates": [[-0.1424, -0.3479, -0.4191], [0.1586, 1.1935, 1.3464], [0.2085, -0.1684, 1.1492], [-1.0125, 0.6082, -1.1924], [1.0266, -0.9237, -1.1708], [-1.0697, -1.1368, 0.8244], [1.2207, 1.9746, 1.5853], [-2.2426, -0.7667, 1.0232], [2.0162, 1.4362, 1.7218], [-0.7583, 1.7610, 1.2598], [1.1163, -0.7019, 1.4176], [-0.7647, -2.1970, 0.8240], [-1.3542, 0.0860, -2.0919], [-1.9072, 0.8797, -0.6286], [-0.4882, 1.5189, -1.5045], [1.7952, -0.1615, -1.3696], [1.5107, -1.7469, -0.6377], [0.6868, -1.3072, -2.1372]],
  "nbo_charge": [-0.013, 0.408, -0.452, -0.653, -0.631, 0.295, -0.614, -0.745, 0.495, 0.216, 0.228, 0.153, 0.230, 0.251, 0.191, 0.199, 0.209, 0.233],
  "relative_energy_kcal_mol": 95.6,
  "total_charge": 0,
  "gap_ev": 6.915
}

Record 4
{
  "formula": "C14H14BCrF9N6O",
  "method": "ωB97M-V/def2-TZVPD",
  "elements": ["H", "N", "B", "N", "C", "Cr", "H", "C", "H", "C", "H", "C", "H", "H", "H", "N", "N", "N", "N", "C", "C", "H", "H", "C", "C", "C", "C", "H", "H", "H", "H", "H", "F", "C", "F", "F", "C", "O", "C", "F", "F", "F", "C", "F", "F", "F"],
  "coordinates": [[-0.5340, 2.6127, 1.1004], [-0.1108, 1.4740, -0.6296], [0.6788, 0.6531, -2.8608], [0.4943, 1.7880, -1.8320], [0.8081, 3.0910, -1.8589], [-0.7237, -0.5232, -0.3216], [1.2874, 3.5163, -2.7383], [0.4159, 3.6490, -0.6489], [0.5201, 4.6852, -0.3439], [-0.1415, 2.5971, 0.0969], [1.1432, 1.0216, -3.8923], [-1.3481, -2.0958, 0.3436], [-2.0271, -2.2863, 1.2456], [-0.3675, -2.4747, 0.6624], [-1.8291, -2.6829, -0.4615], [-0.7432, 0.0454, -3.0385], [1.5033, -0.4420, -2.1716], [-1.4230, -0.4431, -1.9198], [1.0738, -0.9847, -0.9659], [-1.5222, -0.0674, -4.0995], [2.6757, -0.9889, -2.5064], [-1.1877, 0.2616, -5.0490], [3.1727, -0.6965, -3.4163], [-2.7324, -0.6425, -3.7072], [3.0361, -1.8896, -1.5017], [-2.6758, -0.8752, -2.3544], [2.0205, -1.8452, -0.5457], [-3.5660, -0.8657, -4.3186], [3.9263, -2.4953, -1.4731], [-3.3437, -1.3048, -1.6357], [1.9454, -2.3710, 0.3837], [-2.0729, -0.3940, 0.4020], [1.3588, -1.9823, 2.9371], [1.3435, -0.7520, 3.5118], [1.4253, -0.9287, 4.8607], [2.4610, -0.1010, 3.1070], [0.0362, 0.0313, 3.0200], [-0.1006, -0.0250, 1.7497], [-1.1814, -0.5681, 3.8791], [-1.1894, -0.1943, 5.1902], [-2.3428, -0.1590, 3.3215], [-1.1628, -1.9259, 3.8430], [0.2167, 1.5389, 3.5576], [0.6400, 1.6456, 4.8463], [1.1140, 2.1936, 2.7788], [-0.9711, 2.2005, 3.4537]],
  "nbo_charge": [0.242, -0.337, 0.529, -0.314, 0.006, 0.886, 0.225, -0.343, 0.234, 0.027, -0.018, -0.846, 0.256, 0.262, 0.227, -0.268, -0.302, -0.308, -0.342, 0.041, 0.034, 0.231, 0.228, -0.335, -0.346, 0.008, 0.017, 0.236, 0.236, 0.236, 0.237, 0.149, -0.334, 0.943, -0.322, -0.321, 0.112, -0.797, 0.937, -0.321, -0.323, -0.330, 0.940, -0.320, -0.322, -0.333],
  "spin_multiplicity": 5,
  "relative_energy_kcal_mol": 58.8,
  "total_charge": 0,
  "gap_ev": [9.281, 7.303]
}

Record 5
{
  "formula": "C4H12NO",
  "method": "ωB97M-V/def2-TZVPD",
  "elements": ["C", "C", "C", "C", "N", "H", "H", "H", "H", "H", "H", "H", "H", "H", "H", "H", "H", "O"],
  "coordinates": [[-0.8439, -0.1985, 2.5887], [-1.5157, -0.0967, 1.2292], [-0.4925, 0.0007, 0.1441], [-0.2790, -0.9753, -0.7043], [0.8222, -0.8417, -1.7068], [-0.1847, -1.0515, 2.7055], [-0.2470, 0.7042, 2.7612], [-1.5947, -0.2221, 3.3732], [-2.1944, -0.9288, 1.0397], [-2.1057, 0.8173, 1.2097], [0.0890, 0.9131, 0.1346], [-0.6852, -1.9765, -0.6847], [1.1735, 0.1391, -1.7394], [0.4940, -1.0811, -2.6393], [1.5969, -1.4626, -1.4551], [1.3080, 2.4839, -2.1596], [2.7835, 2.0541, -2.1071], [1.8755, 1.7224, -1.9897]],
  "nbo_charge": [-0.601, -0.440, -0.104, -0.103, -0.705, 0.214, 0.210, 0.236, 0.220, 0.234, 0.220, 0.231, 0.475, 0.436, 0.436, 0.504, 0.513, -0.976],
  "relative_energy_kcal_mol": 17.4,
  "total_charge": 1,
  "gap_ev": 11.257
}